Formula: C4H12N2O
Source: OMol25
Level of theory: ωB97M-V/def2-TZVPD

Results
F_max   0.05549 Eh/bohr
Energy above the lowest of the compared OMol25 structures with the same formula, charge and spin   264.39 kJ/mol
Gap between HOMO and LUMO   9.7569 eV
Lowest unoccupied orbital energy   0.0393 hartree
SMILES string   NCCNCCO

Positions of all 19 atoms, in Å:
N: 2.689 0.334 0.045
C: 1.722 -0.220 -0.979
C: 0.835 -1.301 -0.216
N: -0.051 -0.530 0.649
C: -1.135 0.161 -0.113
C: -2.357 0.394 0.890
O: -2.899 1.662 0.423
H: 3.239 -0.421 0.422
H: 3.451 0.770 -0.552
H: 2.235 -0.734 -1.942
H: 1.154 0.708 -1.407
H: 0.294 -1.937 -0.937
H: 1.616 -1.837 0.399
H: 0.606 0.120 1.051
H: -0.876 1.190 -0.464
H: -1.653 -0.339 -0.949
H: -3.164 -0.397 0.944
H: -1.911 0.625 1.872
H: -3.793 1.752 0.863

Atomic partial charges in e from the Mulliken method, atoms 1 to 4: N -0.650; C -0.414; C -0.600; N -0.402

Formula: C3H7NO
Source: OMol25
Level of theory: ωB97M-V/def2-TZVPD

Results
F_max   0.00554 Eh/bohr
Energy above the lowest of the compared OMol25 structures with the same formula, charge and spin   160.25 kJ/mol
Gap between HOMO and LUMO   9.1315 eV
Lowest unoccupied orbital energy   0.0354 hartree
SMILES string   C=C(N)OC

Positions of all 12 atoms, in Å:
C: 1.202 -1.525 -0.026
C: 0.273 -0.564 0.012
N: -0.937 -0.606 -0.696
O: 0.493 0.564 0.737
C: -0.224 1.741 0.402
H: 0.973 -2.491 -0.459
H: 2.188 -1.358 0.387
H: -1.007 -1.454 -1.243
H: -1.763 -0.487 -0.120
H: -0.250 1.911 -0.678
H: -1.252 1.710 0.785
H: 0.303 2.560 0.897

Atomic partial charges in e from the Mulliken method, atoms 1 to 4: C -0.916; C 0.726; N -0.515; O -0.370

Formula: CH8F3NaO7S
Source: OMol25
Level of theory: ωB97M-V/def2-TZVPD

Results
F_max   0.07811 Eh/bohr
Energy above the lowest of the compared OMol25 structures with the same formula, charge and spin   112.93 kJ/mol
Gap between HOMO and LUMO   7.3336 eV
Lowest unoccupied orbital energy   -0.0320 hartree

Positions of all 21 atoms, in Å:
Na: -0.103 -0.019 1.177
C: 2.212 -0.160 -3.479
F: 2.151 -1.159 -4.343
F: 3.433 -0.180 -2.972
F: 1.996 0.981 -4.067
S: 0.956 -0.449 -2.009
O: 1.064 -1.862 -1.551
O: 1.131 0.509 -0.874
O: -0.351 -0.320 -2.609
O: 1.372 0.245 3.253
H: 2.148 0.766 3.460
H: 1.160 -0.205 4.071
O: -1.793 -1.366 -0.023
H: -2.175 -2.177 0.313
H: -2.516 -0.931 -0.476
O: -0.983 2.256 0.222
H: -1.735 2.235 -0.370
H: -1.308 2.694 1.008
O: -2.026 -0.097 2.808
H: -2.427 -0.965 2.762
H: -2.208 0.204 3.699

Atomic partial charges in e from the Mulliken method, atoms 1 to 4: Na 0.728; C 0.543; F -0.201; F -0.225

Formula: C54H73N3O5S2
Source: OMol25
Level of theory: ωB97M-V/def2-TZVPD

Results
F_max   0.10670 Eh/bohr
Gap between HOMO and LUMO   6.4527 eV
Lowest unoccupied orbital energy   0.0030 hartree

Positions of all 137 atoms, in Å:
C: 1.263 -2.361 5.916
C: -0.144 -2.856 5.569
C: -0.185 -4.382 5.567
C: -0.661 -2.246 4.265
C: -0.573 -2.894 3.028
C: -0.965 -2.265 1.848
C: -0.724 -2.939 0.506
C: -0.621 -4.463 0.585
C: 0.454 -2.308 -0.221
C: -1.525 -0.955 1.905
C: -2.082 -0.307 0.710
N: -3.284 -0.760 0.170
C: -3.866 -2.083 0.320
C: -3.817 -2.968 -0.770
C: -3.327 -2.506 -2.149
C: -4.481 -1.898 -2.939
C: -2.513 -3.544 -2.916
C: -4.172 -4.302 -0.540
C: -4.502 -4.744 0.740
C: -4.606 -3.840 1.795
C: -4.378 -2.480 1.575
C: -4.775 -1.421 2.604
C: -4.840 -1.953 4.034
C: -6.075 -0.727 2.211
N: -3.710 0.046 -0.822
N: -2.795 1.024 -0.916
C: -2.996 2.035 -1.934
C: -2.498 1.796 -3.226
C: -2.044 0.398 -3.623
C: -0.596 0.175 -3.278
C: -2.337 0.056 -5.084
C: -2.490 2.853 -4.142
C: -3.185 4.026 -3.849
C: -3.899 4.129 -2.655
C: -3.892 3.092 -1.726
C: -4.950 3.110 -0.629
C: -4.396 2.942 0.784
C: -6.060 2.090 -0.911
C: -1.713 0.804 -0.024
C: -0.612 1.700 0.122
C: -1.676 -0.326 3.176
C: -2.350 1.035 3.328
C: -1.313 2.139 3.285
C: -3.196 1.204 4.587
C: -1.181 -0.956 4.317
H: 1.309 -1.270 5.965
H: 1.574 -2.762 6.885
H: 1.985 -2.696 5.164
H: -0.816 -2.495 6.362
H: -1.165 -4.752 5.253
H: 0.575 -4.782 4.890
H: 0.021 -4.759 6.573
H: -0.139 -3.900 2.983
H: -1.609 -2.713 -0.103
H: -1.462 -4.882 1.156
H: -0.655 -4.899 -0.423
H: 0.325 -4.764 1.056
H: 0.317 -1.223 -0.310
H: 1.395 -2.476 0.324
H: 0.560 -2.713 -1.235
H: -2.625 -1.691 -1.941
H: -4.745 -0.946 -2.466
H: -4.213 -1.715 -3.987
H: -5.359 -2.558 -2.896
H: -1.704 -3.943 -2.289
H: -3.136 -4.378 -3.262
H: -2.044 -3.077 -3.795
H: -4.147 -5.015 -1.362
H: -4.697 -5.803 0.918
H: -4.871 -4.203 2.790
H: -3.969 -0.683 2.555
H: -3.879 -2.391 4.332
H: -5.091 -1.149 4.736
H: -5.620 -2.720 4.110
H: -6.015 -0.340 1.185
H: -6.900 -1.453 2.256
H: -6.303 0.107 2.891
H: -2.625 -0.289 -2.992
H: -0.435 0.347 -2.207
H: -0.264 -0.846 -3.511
H: 0.052 0.878 -3.815
H: -3.395 0.238 -5.312
H: -1.718 0.669 -5.753
H: -2.121 -1.004 -5.278
H: -1.945 2.738 -5.081
H: -3.222 4.841 -4.577
H: -4.490 5.024 -2.440
H: -5.397 4.113 -0.679
H: -3.521 3.586 0.953
H: -5.169 3.192 1.527
H: -4.103 1.898 0.952
H: -6.509 2.276 -1.893
H: -5.641 1.075 -0.912
H: -6.847 2.146 -0.149
H: -0.911 2.745 -0.124
H: 0.090 1.342 0.905
H: -3.002 1.178 2.454
H: -0.811 2.058 2.321
H: -1.782 3.130 3.360
H: -0.560 2.027 4.080
H: -3.888 0.365 4.717
H: -2.549 1.284 5.471
H: -3.782 2.130 4.502
H: -1.189 -0.433 5.284
C: 5.110 6.301 3.420
O: 3.802 5.793 3.767
C: 3.105 5.228 2.747
C: 3.514 5.243 1.380
C: 2.801 4.496 0.465
C: 1.685 3.732 0.826
C: 1.187 2.690 -0.159
C: 2.238 1.762 -0.420
S: 2.498 1.028 -1.948
O: 2.026 -0.344 -1.911
O: 2.019 1.917 -2.996
C: 4.309 0.992 -1.977
C: 4.802 -0.080 -1.028
C: 3.961 -0.319 0.210
S: 3.256 1.194 0.886
O: 4.379 2.090 1.123
O: 2.311 0.852 1.961
C: 1.197 3.897 2.123
C: 1.912 4.559 3.099
H: 5.463 6.755 4.347
H: 5.739 5.459 3.092
H: 5.032 7.046 2.613
H: 4.405 5.774 1.019
H: 3.137 4.412 -0.564
H: 0.848 3.142 -1.104
H: 4.539 0.792 -3.034
H: 4.660 1.998 -1.700
H: 4.866 -1.021 -1.577
H: 5.820 0.171 -0.721
H: 3.127 -1.019 0.065
H: 4.577 -0.652 1.055
H: 0.264 3.452 2.425
H: 1.553 4.585 4.131

Atomic partial charges in e from the Mulliken method, atoms 1 to 4: C -1.429; C 0.200; C -1.670; C 0.438

Formula: C9H10OS
Source: OMol25
Level of theory: ωB97M-V/def2-TZVPD

Results
F_max   0.10044 Eh/bohr
Energy above the lowest of the compared OMol25 structures with the same formula, charge and spin   202.60 kJ/mol
Gap between HOMO and LUMO   8.8933 eV
Lowest unoccupied orbital energy   0.0019 hartree
SMILES string   C=C(C=O)[C@@H](C)c1cccs1

Positions of all 21 atoms, in Å:
C: -2.318 -1.404 -1.350
C: -1.532 -0.844 -0.458
C: -1.533 -1.017 0.978
O: -2.548 -1.326 1.675
C: -0.411 0.589 -0.805
C: -1.172 1.699 -0.079
C: 0.949 0.311 -0.245
C: 1.455 0.483 1.002
C: 2.869 0.086 1.050
C: 3.376 -0.210 -0.137
S: 2.149 -0.110 -1.388
H: -2.207 -1.219 -2.376
H: -2.947 -2.250 -1.033
H: -0.563 -0.991 1.513
H: -0.582 0.490 -1.943
H: -1.971 1.963 -0.758
H: -1.285 1.305 1.000
H: -0.492 2.533 -0.137
H: 0.949 0.418 1.933
H: 3.343 -0.128 1.969
H: 4.472 -0.379 -0.411

Atomic partial charges in e from the Mulliken method, atoms 1 to 4: C -0.891; C 0.678; C -0.216; O -0.530

Formula: C4H7I
Source: OMol25
Level of theory: ωB97M-V/def2-TZVPD

Results
F_max   0.10276 Eh/bohr
Energy above the lowest of the compared OMol25 structures with the same formula, charge and spin   86.36 kJ/mol
Gap between HOMO and LUMO   9.5474 eV
Lowest unoccupied orbital energy   0.0150 hartree
SMILES string   CC1(I)CC1

Positions of all 12 atoms, in Å:
C: 0.180 -1.484 -0.124
C: 0.739 -0.076 0.005
I: 2.988 0.034 0.041
C: 0.175 1.046 -0.793
C: 0.206 1.150 0.734
H: -0.764 -1.635 0.511
H: 0.873 -2.326 0.055
H: -0.117 -1.585 -1.136
H: -0.749 0.710 -1.156
H: 0.596 1.785 -1.473
H: 0.947 1.580 1.339
H: -0.850 0.901 1.452

Atomic partial charges in e from the Mulliken method, atoms 1 to 4: C -1.157; C 0.474; I -0.041; C -0.670

no.,DFT total energy (eV)
1,-9368.45353
2,-6761.08944
3,-38904.84651
4,-93555.64541
5,-22374.48659
6,-12360.01291